Entry 1:
The following is a quantum chemistry calculation of an isolated molecule of C5H8S at a distorted geometry, from the Open Molecules 2025 dataset.

Output
Molecular weight   100.19 Da
LUMO   -0.754 eV
Structure (SMILES)   C=C(C=S)CC
2S+1   1
Total charge   0

Atoms and positions in Å:
C: -0.8178 1.6733 -0.2348
C: -0.4524 0.3940 0.0214
C: -1.5832 -0.6931 0.0681
S: -3.2117 -0.3483 -0.0397
C: 0.8469 -0.0230 0.6277
C: 1.4932 -0.7853 -0.4912
H: -0.2918 2.5825 0.1728
H: -1.8024 1.7084 -0.6883
H: -1.2519 -1.6675 0.3870
H: 1.3389 0.8854 0.9744
H: 0.5059 -0.7536 1.4917
H: 1.9399 -0.0760 -1.1207
H: 0.8893 -1.4806 -1.0173
H: 2.3971 -1.4161 -0.1510

Atomic forces in eV per Å
C 0.3 -1.0 0.7
C -2.3 0.8 1.0
C -0.7 2.6 -0.4
S 2.1 -0.8 0.0
C -2.5 -1.8 1.2
C 3.5 -1.5 1.8
H -0.4 -1.2 -1.1
H 0.0 0.8 0.1
H 0.1 -0.4 -0.1
H 0.5 -0.5 0.1
H 1.3 1.5 -1.2
H 0.3 0.9 -1.5
H -0.9 -0.3 -0.5
H -1.2 0.8 -0.2

***

Entry 2:
The following is a quantum chemistry calculation of an isolated molecule of C19H23N5O4S2 at a distorted geometry, from the Open Molecules 2025 dataset.

Output
Molecular weight   449.56 Da
LUMO   0.242 eV
Structure (SMILES)   CCOC(=O)[C@@H](CC)Sc1ccc2nnc(CCNS(=O)(=O)c3ccccc3)n2n1
2S+1   1
Total charge   0

Atoms and positions in Å:
C: -5.2959 -0.1014 1.8449
C: -4.3389 -0.0235 0.6709
O: -3.2943 0.8889 1.0047
C: -2.3900 1.1331 0.0581
O: -2.4615 0.7035 -1.0659
C: -1.3422 2.1250 0.5213
C: -1.8377 3.5605 0.3404
C: -1.9202 3.9319 -1.1351
S: -0.9469 1.8358 2.2805
C: -0.5992 0.1380 2.2053
C: -0.1117 -0.5346 3.3643
C: 0.1386 -1.8683 3.3023
C: -0.0734 -2.5143 2.0674
N: 0.1211 -3.7434 1.6443
N: -0.1872 -3.7800 0.3516
C: -0.5918 -2.5933 -0.0419
C: -0.9508 -2.2094 -1.4277
C: 0.0461 -1.1765 -1.9815
N: 1.4143 -1.4046 -1.5585
S: 2.0554 -0.4606 -0.3390
O: 1.3812 0.8068 -0.3583
O: 2.1209 -1.1662 0.9125
C: 3.7104 -0.2628 -0.9686
C: 3.9399 0.6849 -1.9460
C: 5.2151 0.8169 -2.4699
C: 6.2369 -0.0013 -2.0122
C: 5.9930 -0.9488 -1.0304
C: 4.7185 -1.0827 -0.5032
N: -0.5483 -1.7453 1.0140
N: -0.8305 -0.4519 1.0670
H: -5.7212 0.8779 2.0468
H: -4.7694 -0.4398 2.7333
H: -6.0972 -0.7987 1.6180
H: -3.8944 -1.0024 0.4552
H: -4.8414 0.3294 -0.2369
H: -0.4186 1.9507 -0.0377
H: -1.1449 4.2327 0.8512
H: -2.8164 3.6629 0.8152
H: -2.5755 3.2484 -1.6690
H: -2.3044 4.9430 -1.2465
H: -0.9344 3.8813 -1.5907
H: 0.0494 0.0428 4.2598
H: 0.5116 -2.4384 4.1366
H: -0.9384 -3.1193 -2.0293
H: -1.9473 -1.7651 -1.4595
H: 0.0124 -1.1863 -3.0754
H: -0.2221 -0.1780 -1.6342
H: 1.6333 -2.3800 -1.4166
H: 3.1206 1.3061 -2.2702
H: 5.4129 1.5550 -3.2323
H: 7.2307 0.1024 -2.4218
H: 6.7929 -1.5809 -0.6759
H: 4.4909 -1.8003 0.2691

Atomic forces in eV per Å
C 0.4 0.1 -0.2
C -0.3 -0.3 -0.2
O -0.2 0.2 0.2
C -0.1 0.2 -0.4
O -0.1 0.1 -0.2
C 0.2 -0.3 0.4
C 0.0 0.0 0.0
C 0.0 0.0 0.2
S 0.1 0.6 0.0
C -0.1 -0.4 -0.6
C 0.1 -0.5 0.2
C -0.1 0.5 0.1
C -0.3 0.1 -0.6
N 0.4 -0.1 1.2
N -0.2 -0.1 -0.9
C -0.3 0.1 -0.2
C 0.1 0.2 0.1
C -0.4 0.4 -0.2
N 0.3 0.4 0.5
S 0.4 -0.3 -0.3
O 0.2 0.0 -0.4
O 0.4 -0.1 -0.3
C -0.4 -0.1 0.3
C 0.0 0.2 -0.1
C -0.1 0.0 0.0
C 0.1 0.0 0.0
C 0.0 0.0 0.0
C 0.0 -0.1 0.2
N 0.2 -1.2 0.9
N 0.0 0.6 0.2
H -0.1 0.1 0.0
H 0.0 -0.1 0.1
H -0.1 -0.1 0.0
H 0.0 0.1 0.0
H 0.1 -0.1 0.1
H -0.3 0.0 0.0
H 0.0 0.0 0.0
H 0.0 0.0 0.1
H 0.0 0.0 -0.1
H 0.0 0.1 -0.1
H 0.1 0.0 -0.1
H 0.0 0.0 0.1
H 0.0 0.0 0.1
H 0.0 0.0 0.1
H 0.0 0.0 -0.1
H 0.0 0.1 0.1
H -0.2 -0.1 -0.2
H 0.2 -0.2 0.1
H 0.0 0.1 -0.1
H 0.0 0.1 -0.1
H 0.1 0.0 0.0
H 0.1 -0.1 0.0
H 0.1 -0.1 0.1

***

Entry 3:
The following is a quantum chemistry calculation of an isolated molecule of C7H3N at a distorted geometry, from the Open Molecules 2025 dataset.

Output
Molecular weight   101.11 Da
LUMO   -1.235 eV
Structure (SMILES)   C#C/C=C/C#CC#N
2S+1   1
Total charge   0

Atoms and positions in Å:
C: -3.3090 -2.6768 -0.4869
C: -2.4708 -1.9538 0.1595
C: -1.2497 -1.4469 0.6968
C: -0.8486 -0.2495 0.0676
C: 0.5405 0.5354 -0.0138
C: 1.6553 1.0198 -0.2322
C: 2.6699 2.1269 -0.1481
N: 3.5512 2.9387 -0.0633
H: -4.5001 -2.8661 -0.8487
H: -0.5803 -2.0139 1.3733
H: -1.7048 0.1779 -0.3385

Atomic forces in eV per Å
C -0.9 3.3 2.0
C -3.3 -4.0 -2.3
C 2.4 2.5 -1.5
C 2.9 -1.3 2.1
C -1.3 -1.7 0.0
C -0.3 2.5 1.1
C 1.8 0.4 0.0
N -4.2 -3.6 -0.4
H 4.3 0.3 1.1
H -0.7 0.2 -0.6
H -0.7 1.4 -1.5

***

Entry 4:
The following is a quantum chemistry calculation of a cluster of 5 separate species, C64H39INO11 in total at a distorted geometry, from the Open Molecules 2025 dataset.

Output
Molecular weight   1124.92 Da
LUMO   -5.520 eV
2S+1   1
Total charge   +1

Atoms and positions in Å:
O: -0.6408 3.5504 12.1718
C: -0.5337 3.2812 10.9640
I: 1.4808 2.7109 10.2537
C: -1.7453 3.3533 9.8903
C: -1.0402 3.3257 8.4272
C: -0.5066 4.6768 7.8776
C: 0.2086 4.6423 6.5019
C: 0.8062 6.0142 5.9470
O: 1.7287 5.9059 5.0939
O: 0.4044 7.3046 6.3825
C: 0.3061 3.2758 5.7395
C: -0.2867 1.9862 6.4229
N: -0.9139 2.0727 7.7398
H: -2.3581 4.3137 9.9585
H: -2.4639 2.4628 9.9575
H: -0.6562 5.6206 8.4944
H: -0.4850 7.2299 6.8150
H: 0.7970 3.1960 4.7145
H: -0.2561 0.9563 5.9396
H: -1.2820 1.2239 8.2122
C: 2.7039 3.4928 -0.0156
C: 2.6791 3.2113 -1.3799
C: 1.8832 2.1771 -1.8631
C: 1.1191 1.4137 -0.9803
C: 1.1630 1.6802 0.3887
C: 1.9488 2.7296 0.8681
C: 0.3951 0.8457 1.3404
O: 0.4295 1.0798 2.5403
C: -0.4079 -0.2821 0.8191
C: -1.0910 -1.1127 1.7090
C: -1.8592 -2.1675 1.2275
C: -1.9557 -2.3912 -0.1443
C: -1.2723 -1.5694 -1.0342
C: -0.4892 -0.5188 -0.5530
C: 0.2622 0.3275 -1.5059
O: 0.1810 0.1292 -2.7049
H: 3.3177 4.3054 0.3598
H: 3.2784 3.7995 -2.0675
H: 1.8641 1.9660 -2.9277
H: 1.9772 2.9509 1.9301
H: -1.0231 -0.9428 2.7788
H: -2.3853 -2.8153 1.9222
H: -2.5608 -3.2100 -0.5201
H: -1.3477 -1.7520 -2.1019
C: -0.1884 7.5328 -2.8114
C: -0.1993 8.8053 -3.3786
C: 0.4354 9.0311 -4.5951
C: 1.0941 7.9860 -5.2433
C: 1.1258 6.7177 -4.6635
C: 0.4729 6.4901 -3.4509
C: 1.8630 5.6120 -5.3162
O: 1.8876 4.5018 -4.8109
C: 2.5762 5.8766 -6.5856
C: 3.3229 4.8598 -7.1831
C: 3.9856 5.0958 -8.3831
C: 3.8977 6.3442 -8.9953
C: 3.1595 7.3615 -8.4006
C: 2.5051 7.1323 -7.1892
C: 1.7515 8.2320 -6.5467
O: 1.6775 9.3259 -7.0791
H: -0.6918 7.3551 -1.8664
H: -0.7049 9.6215 -2.8726
H: 0.4190 10.0235 -5.0346
H: 0.4825 5.5020 -3.0013
H: 3.3932 3.8837 -6.7134
H: 4.5698 4.3052 -8.8432
H: 4.4091 6.5255 -9.9352
H: 3.0988 8.3334 -8.8800
C: -4.6354 -5.7094 9.2468
C: -4.6464 -4.4371 8.6792
C: -4.0111 -4.2116 7.4629
C: -3.3516 -5.2569 6.8153
C: -3.3201 -6.5249 7.3958
C: -3.9735 -6.7520 8.6080
C: -2.5822 -7.6311 6.7438
O: -2.5575 -8.7393 7.2485
C: -1.8686 -7.3667 5.4744
C: -1.1216 -8.3835 4.8779
C: -0.4583 -8.1481 3.6779
C: -0.5461 -6.9001 3.0649
C: -1.2846 -5.8828 3.6588
C: -1.9397 -6.1112 4.8703
C: -2.6936 -5.0114 5.5121
O: -2.7675 -3.9155 4.9781
H: -5.1392 -5.8868 10.1915
H: -5.1527 -3.6209 9.1847
H: -4.0277 -3.2193 7.0230
H: -3.9639 -7.7398 9.0578
H: -1.0514 -9.3593 5.3482
H: 0.1261 -8.9388 3.2186
H: -0.0343 -6.7192 2.1250
H: -1.3451 -4.9112 3.1786
C: 2.7133 -1.2339 -6.7492
C: 1.6840 -0.8784 -5.8801
C: 0.6958 -1.8015 -5.5569
C: 0.7272 -3.0810 -6.1118
C: 1.7443 -3.4291 -7.0011
C: 2.7445 -2.5061 -7.3101
C: 1.7618 -4.7669 -7.6353
O: 2.6520 -5.0732 -8.4095
C: 0.6765 -5.7235 -7.3211
C: 0.6476 -6.9668 -7.9547
C: -0.3608 -7.8772 -7.6558
C: -1.3380 -7.5534 -6.7171
C: -1.3159 -6.3137 -6.0879
C: -0.3136 -5.3923 -6.3960
C: -0.3195 -4.0620 -5.7471
O: -1.1776 -3.7758 -4.9277
H: 3.4896 -0.5158 -6.9941
H: 1.6531 0.1187 -5.4524
H: -0.1004 -1.5196 -4.8750
H: 3.5459 -2.7754 -7.9908
H: 1.4076 -7.2271 -8.6847
H: -0.3842 -8.8414 -8.1536
H: -2.1204 -8.2670 -6.4791
H: -2.0828 -6.0654 -5.3610

Atomic forces in eV per Å
O 0.0 -1.1 -5.3
C -0.9 1.1 4.3
I -0.9 0.1 0.2
C 1.1 -0.5 -1.9
C 0.5 1.6 -0.8
C 0.4 -4.2 -2.5
C -2.1 -1.9 2.3
C 3.2 -0.1 -3.1
O -3.9 0.5 3.6
O -0.6 -3.5 -0.1
C -1.7 -0.3 3.6
C 0.5 3.6 0.5
N 1.3 3.5 -1.9
H 1.0 -1.3 0.2
H 1.2 1.2 0.3
H 0.3 -1.5 -0.9
H 1.0 0.2 -0.4
H -0.8 0.1 1.6
H 0.0 1.7 0.7
H 0.4 0.8 -0.6
C -0.1 -0.1 0.1
C -0.1 -0.1 0.0
C 0.1 0.2 0.0
C 0.3 0.3 0.0
C 0.2 0.2 0.0
C 0.1 0.1 -0.2
C 0.0 0.1 0.6
O 0.0 0.1 0.1
C -0.2 -0.3 0.1
C -0.2 -0.2 0.0
C 0.1 0.1 0.0
C 0.1 0.2 0.0
C -0.1 -0.1 0.1
C -0.3 -0.3 0.1
C -0.1 -0.2 -1.0
O 0.0 0.1 0.3
H -0.1 -0.1 0.0
H -0.1 -0.1 0.0
H -0.1 0.0 0.2
H -0.1 -0.2 -0.1
H 0.1 0.1 -0.2
H 0.0 0.1 0.0
H 0.1 0.1 0.0
H 0.1 0.1 0.1
C 0.1 -0.1 -0.2
C 0.1 -0.1 -0.2
C -0.1 0.0 0.2
C -0.2 0.0 0.4
C -0.2 0.2 0.2
C -0.1 0.1 0.2
C 0.0 -0.8 0.3
O 0.0 0.2 0.0
C 0.2 -0.1 -0.3
C 0.1 0.0 -0.2
C -0.1 0.0 0.2
C -0.1 0.1 0.2
C 0.1 -0.1 -0.1
C 0.2 -0.2 -0.3
C 0.0 0.9 -0.5
O 0.0 -0.3 0.2
H 0.1 0.0 -0.1
H 0.0 -0.1 -0.1
H 0.1 -0.2 -0.1
H 0.1 0.1 -0.2
H -0.1 0.2 0.0
H -0.1 0.1 0.1
H -0.1 0.0 0.1
H -0.1 -0.1 0.2
C 0.1 -0.1 -0.1
C 0.1 -0.1 -0.2
C -0.1 0.0 0.3
C -0.2 0.1 0.3
C -0.2 0.2 0.3
C -0.1 0.1 0.1
C 0.0 -1.0 0.4
O 0.0 0.4 -0.1
C 0.3 0.0 -0.3
C 0.1 0.0 -0.2
C -0.1 0.1 0.2
C -0.1 0.1 0.1
C 0.1 -0.1 -0.1
C 0.2 -0.1 -0.2
C 0.0 0.7 -0.4
O 0.0 -0.2 0.1
H 0.1 0.0 -0.1
H 0.0 -0.1 -0.1
H 0.1 -0.2 -0.1
H 0.1 0.1 -0.2
H -0.1 0.2 0.1
H -0.1 0.1 0.1
H -0.1 0.0 0.1
H -0.1 -0.1 0.2
C -0.1 -0.2 0.0
C -0.1 -0.2 0.0
C 0.1 0.2 0.0
C 0.2 0.3 -0.1
C 0.1 0.3 0.1
C 0.0 0.2 0.0
C 0.7 -0.2 -0.6
O -0.2 0.1 0.2
C -0.3 -0.3 0.0
C -0.1 -0.2 0.0
C 0.1 0.2 0.0
C 0.1 0.2 0.0
C -0.1 -0.2 -0.1
C -0.1 -0.4 -0.1
C -0.7 0.3 0.6
O 0.2 -0.1 -0.2
H -0.1 -0.1 0.0
H 0.0 -0.1 0.0
H 0.1 -0.2 -0.1
H -0.2 -0.1 0.1
H 0.0 0.2 0.1
H 0.0 0.1 0.1
H 0.1 0.1 0.0
H 0.2 0.1 -0.1